{
  "formula": "C11H15IrNP",
  "method": "the ωB97M-V functional and the def2-TZVPD basis",
  "species": ["C", "C", "C", "C", "C", "Ir", "P", "H", "H", "H", "H", "H", "H", "H", "H", "N", "C", "C", "C", "C", "C", "C", "H", "H", "H", "H", "H", "H", "H"],
  "xyz": [[1.763028, 1.068497, -0.366497], [2.820609, 1.032488, -1.288597], [2.612211, 0.661441, -2.578447], [1.311730, 0.509047, -3.099057], [0.267720, 1.179745, -2.432156], [1.033651, -0.484931, -1.358311], [0.235938, 2.034813, -0.868839], [2.064091, 0.852407, 0.669133], [3.827533, 1.155225, -0.874788], [3.400784, 0.467356, -3.297195], [-0.666410, 1.176229, -3.029230], [1.037043, 0.092964, -4.081355], [-1.194018, 1.856435, -0.774211], [0.725527, 3.352912, -1.037531], [0.071082, 1.837318, 0.529467], [-0.412598, -1.694904, -0.451817], [-0.985173, -1.290047, 0.875368], [-2.226805, -0.637261, 0.971719], [-2.782391, -0.415189, 2.246792], [-2.058462, -0.775712, 3.388321], [-0.794083, -1.363842, 3.286260], [-0.234976, -1.596799, 2.018895], [-1.261256, -1.795486, -1.034357], [-0.066052, -2.643470, -0.252275], [-2.752709, -0.317560, 0.058883], [-3.769166, 0.049731, 2.343537], [-2.499527, -0.630506, 4.368746], [-0.230890, -1.646183, 4.179091], [0.763569, -2.034716, 1.888451]],
  "atomic_forces_ev_per_a": [[1.383, -0.331, 1.845], [3.008, 1.686, 0.028], [1.416, -0.163, -2.171], [-0.222, 1.259, -1.885], [-2.441, 1.285, -1.508], [-1.095, -4.497, 0.700], [-0.346, -1.220, 0.756], [-0.607, 0.967, -0.105], [-0.059, -0.054, -0.475], [0.509, -0.207, 0.416], [0.196, 0.111, 0.780], [0.801, 0.153, 0.436], [-0.479, 0.889, -1.035], [-0.665, 0.134, 0.354], [-0.034, 1.125, 1.074], [-2.843, -1.176, 2.253], [0.283, 0.205, -0.133], [0.201, -0.235, 0.175], [0.587, 0.031, -0.408], [-0.045, -0.262, -0.142], [0.154, 0.129, -0.626], [-0.429, 0.033, 0.019], [0.789, -0.151, 0.031], [-0.061, 0.381, -0.594], [0.204, -0.266, 0.482], [0.445, -0.175, -0.075], [0.057, 0.051, -0.092], [-0.235, 0.162, -0.283], [-0.473, 0.136, 0.182]],
  "mulliken_spin": [0.523, 0.244, -0.010, 0.306, 0.220, 2.149, 0.115, -0.032, 0.028, 0.023, -0.018, 0.046, 0.061, 0.045, 0.093, 0.176, -0.067, 0.010, -0.007, 0.011, 0.005, 0.072, 0.006, 0.013, 0.000, -0.001, 0.001, 0.000, -0.012],
  "homo_lumo_gap_ev": [4.4477, 6.7360],
  "total_charge": 0,
  "lumo_energy_ev": [0.344, -0.915],
  "multiplicity": 5,
  "relative_energy_kcal_mol": 68.8
}


{
  "formula": "C4H5OSr",
  "method": "the ωB97M-V functional and the def2-TZVPD basis",
  "species": ["H", "C", "C", "C", "C", "O", "Sr", "H", "H", "H", "H"],
  "xyz": [[-0.399188, -0.152243, 2.014455], [1.275312, -3.483421, -0.365256], [0.280556, -2.663131, 0.008811], [0.340522, -1.716090, 1.116514], [0.036308, -0.392217, 0.987934], [-0.594140, 0.136366, -0.035813], [-0.586357, 2.273818, -1.025694], [2.226572, -3.506788, 0.174176], [-0.626741, -2.631296, -0.603884], [1.181155, -4.123616, -1.244208], [0.897737, -2.001012, 2.013054]],
  "atomic_forces_ev_per_a": [[1.288, 1.230, -0.692], [-0.327, 0.265, 0.152], [0.590, -0.419, -0.866], [1.466, 0.577, -0.806], [-2.214, -2.500, 3.291], [-0.155, 3.281, -2.535], [0.014, -2.525, 1.122], [-0.330, -0.050, -0.131], [0.210, 0.002, 0.176], [0.005, 0.121, 0.331], [-0.547, 0.018, -0.043]],
  "mulliken_charge": [0.180, -0.677, -0.145, -0.463, 0.025, -0.886, 1.833, 0.263, 0.253, 0.259, 0.359],
  "homo_lumo_gap_ev": 4.2269,
  "total_charge": 1,
  "lumo_energy_ev": -6.019
}


{
  "formula": "C6H16NO",
  "method": "the ωB97M-V functional and the def2-TZVPD basis",
  "species": ["C", "O", "C", "C", "C", "C", "C", "N", "H", "H", "H", "H", "H", "H", "H", "H", "H", "H", "H", "H", "H", "H", "H", "H"],
  "xyz": [[-1.646378, -0.843441, -0.607743], [-1.603701, -2.248878, -0.585000], [-0.573203, -0.284297, 0.328924], [-0.220720, 1.169848, 0.144119], [0.652651, 1.398655, -1.070791], [2.095498, 0.671672, -0.864196], [2.552100, 0.846007, 0.503127], [-1.184108, -0.549824, 1.797982], [-2.556907, -0.404343, -0.065084], [-1.718249, -0.433876, -1.624614], [-0.685244, -2.578627, -0.984915], [0.330670, -1.086966, 0.186138], [0.286976, 1.585654, 0.976358], [-1.330227, 1.798229, 0.091213], [0.829736, 2.556252, -1.106430], [0.309839, 1.119439, -2.157029], [1.966386, -0.357867, -1.096347], [2.623967, 1.010653, -1.689211], [2.127958, 1.751243, 0.834060], [2.199262, 0.022904, 1.117097], [3.652327, 0.805928, 0.601667], [-0.492575, -0.257482, 2.555782], [-2.091955, 0.125600, 1.919057], [-1.493290, -1.567602, 1.935735]],
  "atomic_forces_ev_per_a": [[-1.122, 1.339, 1.155], [2.197, -1.181, -1.204], [1.227, -2.770, 0.681], [-3.924, 0.826, -1.344], [1.674, 1.097, -1.717], [-3.804, 0.274, -1.218], [2.059, -0.850, 0.811], [0.180, 0.737, -1.102], [0.455, -1.417, -1.156], [0.654, 0.020, 0.198], [-3.015, 1.250, 1.243], [-1.701, 2.364, 0.747], [0.129, 0.221, 0.923], [3.087, -1.668, 0.060], [-0.108, -2.026, -0.061], [-0.001, 0.346, 2.284], [-0.273, -1.144, -0.172], [1.790, 1.090, -1.057], [0.260, 1.208, 1.059], [-0.245, 0.087, 0.319], [-0.454, 0.380, 0.013], [-0.456, -0.424, -0.403], [0.923, -0.754, 0.060], [0.466, 0.993, -0.118]],
  "mulliken_spin": [-0.141, -0.120, 0.617, 0.135, 0.011, -0.012, 0.052, 1.535, -0.006, -0.004, 0.017, 0.244, 0.171, -0.064, -0.003, -0.006, -0.002, 0.008, 0.033, -0.052, 0.002, -0.457, -0.503, -0.456],
  "homo_lumo_gap_ev": [4.0282, 11.5009],
  "total_charge": 0,
  "lumo_energy_ev": [0.426, 0.409],
  "multiplicity": 2,
  "relative_energy_kcal_mol": 78.2
}


{
  "formula": "C11H25BeBrCaCl7FInNNaO8P",
  "method": "the ωB97M-V functional and the def2-TZVPD basis",
  "species": ["C", "C", "N", "In", "P", "O", "H", "H", "H", "H", "H", "H", "H", "H", "H", "H", "C", "O", "C", "O", "O", "C", "H", "H", "H", "H", "H", "H", "Na", "O", "H", "H", "C", "Cl", "Cl", "Cl", "Cl", "Ca", "C", "Cl", "Cl", "Cl", "H", "F", "C", "C", "C", "O", "C", "O", "O", "H", "H", "H", "H", "H", "H", "Br", "Be"],
  "xyz": [[-2.003643, 1.258252, -3.363154], [-0.987346, 1.170045, -2.135702], [0.377684, 0.847190, -2.621290], [1.355222, -0.442507, -1.172028], [1.751948, 1.081754, 0.866830], [2.520054, 2.294670, 0.292773], [-1.395700, 0.996828, -4.259287], [-2.802704, 0.499187, -3.264175], [-2.423227, 2.283335, -3.446398], [-0.987169, 2.166436, -1.634705], [-1.349644, 0.434827, -1.377790], [0.876987, 1.735622, -2.484367], [2.909988, -1.036677, -1.888557], [0.223343, -1.792805, -0.806834], [0.464725, 1.566643, 1.250836], [2.451310, 0.433048, 1.933027], [2.631424, -3.633661, 4.722137], [2.298189, -4.854747, 4.078273], [1.777101, -4.700200, 2.829378], [1.585858, -3.655989, 2.287238], [1.520845, -5.912361, 2.336042], [0.960456, -5.898013, 0.998253], [3.035444, -3.880058, 5.705947], [3.403070, -3.090645, 4.149383], [1.746871, -3.007662, 4.861993], [1.655306, -5.435697, 0.297923], [0.000844, -5.378520, 0.987707], [0.799845, -6.930558, 0.697754], [-0.137640, -5.335383, 4.144452], [-1.982359, -3.336930, -1.309343], [-1.089822, -3.680372, -1.406185], [-2.254560, -3.137407, -2.211565], [-5.394652, 0.153457, -5.826813], [-4.813844, 0.161173, -7.502966], [-7.155053, -0.010209, -5.818081], [-4.666597, -1.218730, -4.968897], [-4.929770, 1.667570, -5.046263], [4.490111, -3.082515, 6.049576], [7.166906, -4.075721, 9.848947], [6.667626, -4.237394, 11.529215], [7.446362, -5.663383, 9.118817], [5.932649, -3.167740, 8.921554], [8.102766, -3.479484, 9.799851], [-3.264488, 1.884559, -7.887996], [-2.011248, 7.777799, -2.001835], [-3.131247, 6.837387, -2.397924], [-2.764236, 5.380460, -2.313515], [-3.603347, 4.793965, -3.309791], [-3.859489, 5.762851, -4.232211], [-4.363062, 5.562661, -5.285494], [-3.460235, 6.979572, -3.784284], [-2.405495, 8.778907, -1.825209], [-1.517205, 7.443608, -1.087799], [-1.271782, 7.865304, -2.799146], [-4.029550, 7.053359, -1.812165], [-2.977327, 4.955819, -1.332099], [-1.719201, 5.178253, -2.570041], [8.425910, -1.654164, 9.022312], [2.172799, -3.275008, -1.546313]],
  "atomic_forces_ev_per_a": [[0.694, -0.345, 0.323], [-0.565, 0.293, -0.548], [-0.021, 0.411, 2.695], [-0.316, 0.041, -1.234], [1.273, 2.938, -2.187], [-0.959, -2.131, 1.176], [-0.649, 0.391, 0.450], [0.314, 0.564, -0.018], [0.199, -0.776, -0.077], [0.051, -0.572, -0.250], [0.128, 0.231, -0.636], [0.162, -0.363, -0.921], [-0.342, -0.329, 0.461], [0.455, -0.019, 0.093], [0.243, -0.685, 0.620], [-0.586, 0.082, 0.147], [-1.156, -0.575, -1.004], [0.242, 0.144, 1.180], [0.593, -0.581, -2.406], [-0.027, 0.391, 0.690], [-0.006, 0.647, 1.313], [-0.395, -0.299, -1.014], [-3.331, -2.062, -0.806], [-0.330, 0.139, -0.544], [0.244, 0.315, -0.029], [-0.022, 0.158, 0.150], [0.141, 0.143, 0.039], [0.148, -0.041, 0.336], [-0.814, -0.577, 0.192], [-0.024, -0.131, 0.070], [0.092, 0.086, -0.086], [-0.090, 0.018, 0.023], [-0.067, 0.359, 0.642], [0.605, 0.756, -0.306], [0.300, -0.042, -0.192], [-0.065, 0.053, -0.154], [-0.088, -0.224, -0.305], [5.583, 2.146, 3.046], [0.770, -2.050, 1.238], [-0.106, 0.153, -0.473], [-0.186, 0.184, -0.082], [-1.276, 0.455, -0.936], [-0.854, -0.445, -0.084], [-0.683, -0.873, 0.330], [-0.168, 0.393, -0.151], [0.611, 0.535, 0.348], [-0.033, -0.381, 0.283], [0.116, 0.052, 0.062], [-0.216, 0.189, -0.509], [-0.021, -0.103, 0.053], [-0.139, -0.439, 0.088], [0.048, -0.029, 0.024], [-0.062, -0.048, -0.019], [-0.001, -0.209, 0.033], [-0.024, -0.122, -0.042], [-0.107, -0.090, -0.131], [-0.005, 0.179, -0.024], [0.741, 1.736, -0.802], [-0.016, 0.360, -0.134]],
  "mulliken_charge": [-0.522, -0.098, -0.657, 0.604, 0.335, -0.580, 0.304, 0.185, -0.113, 0.273, 0.242, 0.297, -0.174, -0.239, 0.084, -0.016, -0.582, -0.354, 0.455, -0.425, -0.320, -0.433, 0.266, 0.193, 0.480, 0.068, 0.380, 0.280, 1.000, -0.602, 0.241, 0.323, 0.320, 0.171, -0.064, -0.088, 0.048, 1.320, 0.219, -0.079, -0.132, -0.177, 0.241, -0.336, -1.439, 0.473, -0.534, -0.221, 0.546, -0.503, -0.349, 0.360, 0.360, 0.367, 0.272, 0.347, 0.309, -0.482, 0.158],
  "homo_lumo_gap_ev": 1.6295,
  "total_charge": 2,
  "lumo_energy_ev": -9.442
}


{
  "formula": "BeCl4",
  "method": "the ωB97M-V functional and the def2-TZVPD basis",
  "species": ["Be", "Cl", "Cl", "Cl", "Cl"],
  "xyz": [[-0.631281, 0.846292, 0.583991], [3.433240, -0.319307, 0.462292], [-0.155307, 3.319162, -2.723896], [-1.315339, -1.733078, 3.834700], [-1.331314, -2.113069, -2.157086]],
  "atomic_forces_ev_per_a": [[0.607, -0.902, -0.688], [-0.418, 0.219, 0.089], [-0.152, -0.173, 0.522], [-0.017, 0.441, -0.311], [-0.020, 0.416, 0.389]],
  "mulliken_charge": [0.727, -0.653, -0.714, -0.735, -0.625],
  "homo_lumo_gap_ev": 3.1967,
  "total_charge": -2,
  "lumo_energy_ev": 0.013,
  "relative_energy_kcal_mol": 216.1
}